The following is a DFT calculation (ωB97M-V with the def2-TZVPD basis set) of a molecular structure, C7H7NO4S in a non-equilibrium geometry.

```
20
Properties=species:S:1:pos:R:3:mulliken_charge:R:1
C -0.487 -1.684 -0.655 -0.80
C -0.548 -0.371 -0.821 0.43
C 1.266 -1.225 1.331 0.38
C -0.877 0.239 -2.149 0.63
C 0.700 1.678 1.514 -0.45
C 0.422 1.809 -0.048 -0.63
C 0.087 0.287 1.418 -0.43
N -0.426 0.572 0.111 0.00
O -0.092 1.045 -2.586 -0.52
O 2.419 -1.239 1.387 -0.40
O -2.016 -0.234 -2.612 -0.48
O 0.537 -3.752 0.420 -0.63
S -0.074 -2.486 0.920 0.36
H -0.593 -2.354 -1.448 0.57
H 1.632 2.027 1.876 0.37
H -0.081 2.407 2.117 0.21
H -0.171 2.683 -0.344 0.33
H 1.371 1.812 -0.568 0.31
H -0.681 -0.221 2.111 0.32
H -2.387 -0.994 -1.975 0.43
```

- Gap between HOMO and LUMO: 8.17 eV
- Energy relative to the best compared isomer or geometry (same formula, charge and spin): 0.0 kJ/mol
- Total charge: 0



The following is a DFT calculation (ωB97M-V with the def2-TZVPD basis set) of 2 unconnected molecules or ions with the total composition C7H7NOS in a non-equilibrium geometry.

```
17
Properties=species:S:1:pos:R:3:mulliken_charge:R:1
C 2.212 0.195 -1.579 -0.37
C 3.390 -0.498 -1.552 -0.36
C 1.501 -1.341 0.003 -0.01
C -0.702 1.363 1.824 -0.27
C 0.801 -2.171 0.701 0.52
C -1.479 0.465 1.628 -0.02
C -2.553 -0.343 1.206 -0.81
N 1.134 -0.338 -0.911 -0.19
O 0.169 -2.889 1.378 -0.44
S 3.305 -1.721 -0.223 -0.22
H 2.196 1.158 -2.059 0.34
H 4.272 -0.365 -2.125 0.41
H 0.140 1.773 2.325 0.35
H 0.403 0.259 -0.570 0.29
H -3.493 0.149 0.930 0.31
H -2.243 -1.048 0.372 0.20
H -2.739 -0.900 2.173 0.25
```

- Gap between HOMO and LUMO: 7.19 eV
- Energy relative to the best compared isomer or geometry (same formula, charge and spin): 381.3 kJ/mol
- Total charge: 0



The following is a DFT calculation (ωB97M-V with the def2-TZVPD basis set) of a gas-phase ion, C7H7O3S (charge -1) in a non-equilibrium geometry.

```
18
Properties=species:S:1:pos:R:3:mulliken_charge:R:1
C -1.103 0.053 -1.068 -1.22
C -2.131 0.153 -0.222 -0.16
C 1.050 1.543 0.217 -1.54
C 1.183 0.272 0.153 -0.05
C 2.534 -0.388 0.603 0.62
C -0.318 -1.452 0.677 -0.75
C 0.196 -0.580 -0.496 1.60
O 3.067 0.250 1.532 -0.57
O 2.759 -1.408 -0.081 -0.76
O 0.592 -1.438 -1.543 -0.65
S -1.771 -0.741 1.341 -0.28
H -0.934 0.625 -1.945 0.47
H -2.979 0.875 -0.167 0.35
H 0.207 1.980 -0.251 0.42
H 1.791 2.142 0.733 0.39
H -0.494 -2.594 0.362 0.32
H 0.419 -1.489 1.414 0.40
H 1.531 -1.721 -1.269 0.40
```

- Gap between HOMO and LUMO (alpha / beta): 3.43 / 6.02 eV
- Multiplicity: 3
- Total charge: -1



The following is a DFT calculation (ωB97M-V with the def2-TZVPD basis set) of a gas-phase ion, C7H8 (charge -1) in a non-equilibrium geometry.

```
15
Properties=species:S:1:pos:R:3:mulliken_charge:R:1
C 2.240 0.738 0.533 -1.20
C 0.819 0.334 0.227 0.37
C 0.223 -0.633 1.011 -0.62
C -1.034 -1.179 0.706 -0.58
C -1.797 -0.574 -0.355 -0.59
C -1.152 0.312 -1.199 -0.40
C 0.153 0.758 -0.979 -0.59
H 2.840 -0.177 0.608 0.31
H 2.658 1.232 -0.350 0.33
H 2.310 1.448 1.357 0.26
H 0.729 -0.999 1.903 0.27
H -1.388 -1.965 1.368 0.42
H -2.851 -0.819 -0.429 0.43
H -1.757 0.679 -2.019 0.29
H 0.768 1.238 -1.751 0.29
```

- Gap between HOMO and LUMO (alpha / beta): 3.38 / 7.58 eV
- Multiplicity: 2
- Energy relative to the best compared isomer or geometry (same formula, charge and spin): 15.4 kJ/mol
- Total charge: -1



The following is a DFT calculation (ωB97M-V with the def2-TZVPD basis set) of a molecular structure, C7H8 in a non-equilibrium geometry.

```
15
Properties=species:S:1:pos:R:3:mulliken_charge:R:1
C -0.104 1.085 0.041 0.47
C 0.996 1.741 0.029 -0.90
C -0.408 -0.792 -0.611 -0.69
C -1.176 0.143 -0.117 0.56
C 1.376 0.381 -0.472 0.19
C -2.603 0.330 0.241 -1.24
C 2.215 -0.486 0.427 -1.23
H -0.303 -1.779 -0.979 0.39
H 1.595 0.344 -1.534 0.44
H -3.222 -0.365 -0.323 0.36
H -2.913 1.351 0.024 0.34
H -2.751 0.158 1.306 0.27
H 3.121 0.046 0.722 0.37
H 2.502 -1.402 -0.086 0.33
H 1.675 -0.756 1.333 0.33
```

- Gap between HOMO and LUMO: 9.25 eV
- Energy relative to the best compared isomer or geometry (same formula, charge and spin): 652.4 kJ/mol
- Total charge: 0



The following is a DFT calculation (ωB97M-V with the def2-TZVPD basis set) of a single C7H8 molecule in a non-equilibrium geometry.

```
15
Properties=species:S:1:pos:R:3:mulliken_charge:R:1
C -1.494 0.199 -1.694 -1.15
C -0.523 0.113 -0.549 0.91
C -0.377 -1.103 0.137 -0.40
C 0.435 -1.170 1.278 -0.39
C 1.310 -0.122 1.613 -0.33
C 1.587 0.751 0.574 -0.64
C 0.416 1.107 -0.209 -0.42
H -1.077 0.845 -2.480 0.31
H -2.441 0.713 -1.504 0.27
H -1.702 -0.844 -1.955 0.32
H -0.553 -2.061 -0.366 0.21
H 0.140 -1.861 2.064 0.35
H 1.747 -0.083 2.608 0.35
H 2.463 1.395 0.511 0.35
H 0.071 2.122 -0.027 0.25
```

- Gap between HOMO and LUMO: 8.76 eV
- Energy relative to the best compared isomer or geometry (same formula, charge and spin): 251.9 kJ/mol
- Total charge: 0



The following is a DFT calculation (ωB97M-V with the def2-TZVPD basis set) of a single C7H8 molecule.

```
15
Properties=species:S:1:pos:R:3:mulliken_charge:R:1
C -0.604 -1.709 -0.727 -1.42
C 0.254 -0.633 -0.054 0.41
C 0.832 0.425 -1.053 -0.55
C 1.047 1.645 -0.268 -0.46
C 0.818 2.355 0.680 -0.07
C -0.554 -0.014 1.006 -0.47
C -1.234 0.463 1.877 -0.11
H -1.450 -1.243 -1.243 0.36
H -0.027 -2.300 -1.444 0.36
H -1.009 -2.381 0.035 0.38
H 1.116 -1.109 0.434 0.18
H 1.736 0.029 -1.530 0.33
H 0.107 0.624 -1.853 0.29
H 0.387 2.717 1.590 0.37
H -1.863 0.849 2.644 0.41
```

- Gap between HOMO and LUMO: 10.46 eV
- Energy relative to the best compared isomer or geometry (same formula, charge and spin): 426.4 kJ/mol
- Total charge: 0



The following is a DFT calculation (ωB97M-V with the def2-TZVPD basis set) of a single C7H8 molecule in a non-equilibrium geometry.

```
15
Properties=species:S:1:pos:R:3:mulliken_charge:R:1
C -1.219 -1.773 -0.636 -1.27
C -0.310 -0.610 -0.328 0.39
C 0.312 1.492 1.247 -0.66
C -0.001 1.745 -0.084 -0.07
C 1.226 0.437 1.165 -0.07
C 0.901 -0.661 0.388 -0.49
C -0.370 0.670 -0.890 -0.46
H -0.917 -2.278 -1.555 0.30
H -1.217 -2.511 0.177 0.34
H -2.261 -1.446 -0.755 0.34
H 0.251 2.210 2.061 0.37
H 0.336 2.713 -0.440 0.31
H 2.228 0.721 1.472 0.30
H 1.592 -1.456 0.134 0.33
H -0.551 0.747 -1.955 0.34
```

- Gap between HOMO and LUMO: 8.15 eV
- Energy relative to the best compared isomer or geometry (same formula, charge and spin): 354.9 kJ/mol
- Total charge: 0



The following is a DFT calculation (ωB97M-V with the def2-TZVPD basis set) of a single C7H8 molecule.

```
15
Properties=species:S:1:pos:R:3:mulliken_charge:R:1
C 0.411 0.150 1.506 -1.39
C 0.057 -0.729 0.311 0.50
C -1.058 -0.143 -0.578 -0.82
C -0.825 1.233 -1.025 -0.41
C -0.665 2.374 -1.372 0.06
C 1.529 -0.547 -0.758 -0.85
C 1.330 -1.734 -0.378 -0.02
H 0.772 1.120 1.157 0.35
H -0.469 0.310 2.143 0.34
H 1.196 -0.318 2.106 0.39
H -0.368 -1.669 0.696 0.37
H -1.210 -0.792 -1.447 0.30
H -1.991 -0.166 0.002 0.34
H -0.505 3.380 -1.693 0.41
H 1.385 -2.786 -0.163 0.42
```

- Gap between HOMO and LUMO: 10.59 eV
- Energy relative to the best compared isomer or geometry (same formula, charge and spin): 608.6 kJ/mol
- Total charge: 0



The following is a DFT calculation (ωB97M-V with the def2-TZVPD basis set) of 2 unconnected molecules or ions with the total composition C7H8 in a non-equilibrium geometry.

```
15
Properties=species:S:1:pos:R:3:mulliken_charge:R:1
C -0.940 -0.683 -1.374 -1.22
C 0.026 0.011 -0.405 0.59
C -0.660 0.100 1.586 -0.84
C 1.067 -0.819 0.152 -0.61
C 1.581 -1.377 1.097 -0.09
C 0.477 1.312 -0.882 -0.79
C 0.787 2.418 -1.251 0.28
H -0.517 -0.881 -2.372 0.35
H -1.809 -0.038 -1.515 0.34
H -1.258 -1.642 -0.959 0.33
H -0.764 -0.966 1.501 0.26
H 0.288 0.561 1.795 0.27
H -1.422 0.486 2.301 0.27
H 2.104 -1.899 1.863 0.40
H 1.041 3.417 -1.538 0.45
```

- Gap between HOMO and LUMO: 9.45 eV
- Energy relative to the best compared isomer or geometry (same formula, charge and spin): 658.5 kJ/mol
- Total charge: 0